Entry 1:
ORCA calculation (ωB97M-V/def2-TZVPD) on a structure of composition C31H44BrN3P2Zr in a non-equilibrium geometry.

Last column: Löwdin charge in e.
CARTESIAN COORDINATES (ANGSTROEM)
N -4.8937 -1.0098 3.4238  0.142
C -3.9753 -0.2063 3.9677  -0.072
C -3.1800 0.6602 3.2119  0.010
C -3.2841 0.6116 1.8020  -0.221
C -4.2808 -0.2068 1.2412  0.004
C -5.0580 -1.0026 2.1001  -0.077
C -2.3734 1.3786 0.9471  -0.087
Zr -0.2002 0.2910 0.1395  1.560
P 2.1252 0.6994 -1.0938  0.889
C -2.3060 1.1851 -0.4638  -0.201
C -1.6749 2.2047 -1.3267  -0.276
C -1.8227 2.1000 -2.7375  0.014
C -1.0226 2.8492 -3.5795  -0.048
C -0.0486 3.6693 -2.9892  -0.569
C -0.0250 3.9748 -1.6338  -0.070
C -0.8448 3.2147 -0.7851  -0.041
Br 1.3857 4.3333 -4.1449  0.934
H -2.0521 2.3217 1.3922  0.137
H -2.9401 0.4530 -0.9751  0.130
H -2.5152 1.3693 3.6984  0.119
H -4.4870 -0.2005 0.1700  0.122
H -3.8834 -0.2224 5.0601  0.139
H -5.8411 -1.6417 1.6737  0.145
H -2.5617 1.3926 -3.1281  0.145
H -0.8533 3.4361 0.2864  0.121
H -1.1223 2.8031 -4.6671  0.147
H 0.5982 4.7833 -1.2393  0.146
P -0.5329 -2.2336 -0.3085  0.871
C 2.8255 2.2682 -0.4389  -0.382
C 3.5178 3.2086 -1.4176  -0.112
H 3.5124 1.9849 0.3712  0.097
H 1.9970 2.8100 0.0425  0.047
H 3.8988 4.0841 -0.8723  0.113
H 4.3768 2.7548 -1.9262  0.081
H 2.8275 3.5898 -2.1834  -0.011
C 1.7817 0.9688 -2.8834  -0.390
C 2.9187 0.9585 -3.9079  -0.100
H 1.3069 1.9506 -2.9136  -0.002
H 1.0001 0.2535 -3.1844  0.069
H 2.5005 1.2296 -4.8879  0.098
H 3.6939 1.7038 -3.6869  0.072
H 3.3886 -0.0296 -4.0035  0.091
C 3.4803 -0.5326 -1.1190  -0.378
C 4.8940 0.0163 -1.2916  -0.092
H 3.2531 -1.2469 -1.9237  0.091
H 3.4029 -1.0940 -0.1781  0.058
H 5.6117 -0.8120 -1.2252  0.111
H 5.0411 0.4843 -2.2728  0.076
H 5.1568 0.7487 -0.5194  0.085
C 0.4571 -3.6227 0.4281  -0.354
C 1.9660 -3.5361 0.2352  -0.116
H 0.0609 -4.5525 -0.0118  0.127
H 0.2278 -3.6671 1.5021  0.071
H 2.4333 -4.4651 0.5917  0.113
H 2.2514 -3.4019 -0.8160  0.072
H 2.4037 -2.7119 0.8130  0.062
C -0.3578 -2.6458 -2.1040  -0.364
C -1.2579 -1.8475 -3.0433  -0.121
H -0.5586 -3.7257 -2.1910  0.120
H 0.7036 -2.4910 -2.3575  0.082
H -1.1221 -2.2086 -4.0719  0.112
H -2.3210 -1.9576 -2.7931  0.085
H -1.0215 -0.7738 -3.0440  0.036
C -2.2268 -2.9038 0.0297  -0.349
C -2.5266 -3.2270 1.4912  -0.120
H -2.3500 -3.7991 -0.5994  0.123
H -2.9393 -2.1547 -0.3453  0.064
H -3.5808 -3.5201 1.5962  0.105
H -1.9084 -4.0513 1.8714  0.091
H -2.3684 -2.3564 2.1436  0.047
N -0.2202 0.2534 7.6873  0.290
C -0.0739 0.2292 6.5252  -0.092
C 0.0744 0.1663 5.0939  -0.148
C -0.1668 -1.0387 4.4391  0.060
C -0.0885 -1.0938 3.0617  -0.081
N 0.1752 0.0165 2.3174  -0.134
C 0.4577 1.1960 2.9514  -0.095
C 0.4291 1.2810 4.3334  0.052
H -0.4318 -1.9382 5.0034  0.165
H -0.2210 -2.0304 2.5155  0.079
H 0.7200 2.0435 2.3073  0.123
H 0.6650 2.2278 4.8196  0.160

E in hartree: -4674.09635
Energy above the lowest of the compared OMol25 structures with the same formula, charge and spin in kcal per mole: 0.0
Charge: +4

=====

Entry 2:
ORCA calculation (ωB97M-V/def2-TZVPD) on a cluster of 2 separate species, C5H8ClNO4S in total in a non-equilibrium geometry.

Last column: Löwdin charge in e.
CARTESIAN COORDINATES (ANGSTROEM)
C -1.0979 -0.0505 0.0765  -0.147
C -0.9427 1.3344 -0.0784  -0.304
C -1.2368 -1.2924 0.4946  -0.285
C -0.4853 2.5424 0.1931  0.027
C -1.8632 -2.4327 -0.3081  0.004
N 2.0460 1.5461 -0.7079  -0.074
O -0.8943 -1.6864 1.8125  0.016
O 3.6338 -0.2004 0.2861  -0.279
O 1.3836 -0.0716 1.1221  -0.333
O -1.4052 0.6516 -1.1412  0.113
S 2.3103 0.1378 0.0369  0.340
Cl 1.5675 -1.1608 -1.4862  0.360
H 1.4153 2.2100 -0.3053  0.024
H -0.6470 3.3340 -0.4166  0.035
H -0.0362 2.7240 1.2371  0.120
H -1.5367 -3.4888 -0.0419  0.114
H -1.6431 -2.1722 -1.2850  0.049
H -2.8727 -2.6548 -0.1273  0.061
H 2.5610 1.7534 -1.5133  0.071
H -0.2563 -1.0232 2.1523  0.090

E in hartree: -1409.25768
Energy above the lowest of the compared OMol25 structures with the same formula, charge and spin in kcal per mole: 45.2
Structure (SMILES): C=C1O/C1=C(\C)O.NS(=O)(=O)Cl
Charge: 0

=====

Entry 3:
ORCA calculation (ωB97M-V/def2-TZVPD) on a structure of composition C32H37Br3N2O5PSTi in a non-equilibrium geometry.

Last column: Mulliken spin population.
CARTESIAN COORDINATES (ANGSTROEM)
Ti -0.6199 0.7387 -0.9497  0.201
C 1.8135 -6.6887 0.6822  0.000
C 0.4223 -6.0580 0.7211  0.000
C -0.2229 -6.3939 2.0707  0.000
C -0.4221 -6.6635 -0.4085  0.000
C 0.4687 -4.5394 0.5315  0.002
C -0.7070 -3.7926 0.6301  0.003
C -0.6617 -2.4364 0.4214  -0.005
Br -2.2733 -1.4469 0.6173  0.009
C 0.5240 -1.7668 0.1015  0.006
O 0.4481 -0.4121 -0.0949  -0.017
C 1.7091 -2.4733 0.0049  -0.006
C 1.6319 -3.8546 0.2309  0.001
C 3.0983 -1.9045 -0.3297  0.001
C 3.6956 -2.6928 -1.5073  0.000
C 3.9980 -2.0770 0.9004  0.000
C 3.1063 -0.4262 -0.7327  0.005
H 1.7273 -7.7653 0.8445  0.000
H 2.4680 -6.2866 1.4600  0.000
H 2.3017 -6.5405 -0.2841  0.000
H -0.2271 -7.4755 2.2289  0.000
H -1.2584 -6.0515 2.1219  0.000
H 0.3247 -5.9329 2.8961  0.000
H -0.4389 -7.7540 -0.3309  0.000
H -0.0176 -6.3939 -1.3863  0.000
H -1.4540 -6.3080 -0.3676  0.000
H -1.6556 -4.2607 0.8605  0.000
H 2.5511 -4.4178 0.1537  0.000
H 3.8258 -3.7539 -1.2868  0.000
H 4.6812 -2.2877 -1.7494  0.000
H 3.0610 -2.6045 -2.3917  0.000
H 4.1375 -3.1291 1.1581  0.000
H 3.5712 -1.5746 1.7721  0.000
H 4.9838 -1.6456 0.7053  0.000
H 2.4458 -0.2226 -1.5736  0.000
H 4.1273 -0.1710 -1.0302  0.000
H 2.8287 0.2288 0.0949  0.000
O -0.8988 0.1261 -4.5119  0.000
S -0.2750 -0.3129 -3.3022  0.002
O 0.6207 -1.4245 -3.3528  0.001
O 0.4000 0.8998 -2.5865  0.003
O -1.3481 -0.5117 -2.1876  -0.009
Br -6.4512 4.0759 -1.3605  0.007
C -4.8105 3.1596 -1.2372  0.104
C -4.2284 2.6378 -2.4239  0.051
C -3.0512 1.9824 -2.3159  0.035
N -2.3817 1.8310 -1.1230  0.086
C -2.9604 2.3323 0.0198  0.158
C -4.2029 2.9990 -0.0361  -0.025
C -2.1896 2.1584 1.2002  0.090
C -2.5970 2.5835 2.4826  0.023
C -1.7498 2.3931 3.5280  0.043
Br -2.2317 2.9918 5.2488  0.003
C -0.5064 1.7595 3.3437  0.076
C -0.1920 1.3460 2.0814  -0.009
N -0.9979 1.5349 1.0146  0.101
H -4.7134 2.7327 -3.3835  0.011
H -2.5828 1.5340 -3.1839  0.015
H -4.6545 3.3936 0.8619  0.001
H -3.5511 3.0668 2.6304  0.005
H 0.1706 1.5830 4.1661  0.010
H 0.7337 0.8234 1.8819  0.015
C 2.2619 3.2816 -0.8135  0.010
P 0.4720 3.1601 -1.0617  -0.008
C 0.2317 3.8244 -2.7295  -0.001
C -0.2351 4.4154 0.0306  0.008
C -1.3840 5.1090 -0.3438  -0.024
C -2.0147 5.9638 0.5520  0.007
C -1.5058 6.1312 1.8322  -0.005
C -0.3578 5.4474 2.2144  0.001
C 0.2705 4.5938 1.3197  0.003
H 2.5447 2.9559 0.1865  0.000
H 2.5928 4.3088 -0.9730  0.001
H 2.7510 2.6180 -1.5279  0.000
H 0.5223 4.8751 -2.7622  -0.001
H -0.8068 3.7230 -3.0439  0.005
H 0.8405 3.2443 -3.4193  0.000
H -1.8119 4.9741 -1.3306  0.001
H -2.9093 6.4919 0.2461  0.001
H -2.0015 6.7935 2.5310  -0.001
H 0.0417 5.5708 3.2134  0.000
H 1.1550 4.0574 1.6401  0.005

E in hartree: -11038.56261
Energy above the lowest of the compared OMol25 structures with the same formula, charge and spin in kcal per mole: 17.0
Multiplicity: 2
Charge: 0
⟨S²⟩: 0.765

=====

Entry 4:
ORCA calculation (ωB97M-V/def2-TZVPD) on a cluster of 2 separate species, CH5OPS in total in a non-equilibrium geometry.

Last column: Mulliken spin population.
CARTESIAN COORDINATES (ANGSTROEM)
C 0.0018 -0.4722 0.0568  0.047
O 0.5109 -0.1620 -1.2053  0.111
P 1.3984 -1.0188 -2.2698  0.888
S -0.9456 1.5646 2.4617  1.006
H -0.2001 0.5255 0.5037  0.001
H 0.8087 -1.0391 0.5534  -0.020
H -0.9592 -0.9326 0.1990  -0.014
H 1.7274 0.1159 -2.9799  -0.002
H -2.3423 1.4187 2.6804  -0.018

E in hartree: -855.74429
Energy above the lowest of the compared OMol25 structures with the same formula, charge and spin in kcal per mole: 30.6
Multiplicity: 3
Charge: 0
⟨S²⟩: 2.006

=====

Entry 5:
ORCA calculation (ωB97M-V/def2-TZVPD) on a cluster of 2 separate species, C12H18Si in total in a non-equilibrium geometry.

Last column: Löwdin charge in e.
CARTESIAN COORDINATES (ANGSTROEM)
C -2.7373 2.4455 2.3248  -0.030
C -1.4917 1.7599 2.5684  -0.098
C -3.1813 2.3959 1.0103  -0.133
C -0.7319 1.2346 1.6092  -0.117
C -2.4806 1.8262 0.0317  -0.153
C -1.2558 1.2086 0.2697  -0.320
C 3.9202 0.9653 -0.2760  -0.073
C 3.2828 0.2753 -1.1656  -0.167
C 3.1959 -0.9586 -1.9031  -0.108
C -1.6309 -2.0882 -0.7405  -0.153
C 0.5895 -2.1430 0.4189  -0.137
C -0.1768 -1.5476 -0.7190  -0.584
Si -0.2908 0.3085 -1.0552  0.824
H -3.2728 2.8556 3.1478  0.089
H -0.9977 1.8759 3.4721  0.080
H -4.0413 2.9872 0.6240  0.119
H 0.2432 0.8144 1.8569  0.108
H -2.9768 2.0243 -0.9053  0.105
H 3.6762 2.0455 -0.0726  0.059
H 4.8444 0.5876 0.2782  0.074
H 3.7671 -1.7508 -1.4943  0.086
H 3.6505 -0.6110 -2.7588  0.064
H 2.2221 -1.1507 -2.0412  -0.007
H -1.6300 -3.1721 -0.5544  0.077
H -2.2801 -1.6068 0.0125  0.078
H -2.0489 -1.9719 -1.7038  0.045
H 1.6456 -1.8699 0.3782  0.061
H 0.6012 -3.2764 0.3925  0.098
H 0.0751 -1.8798 1.2869  0.049
H 0.1930 -1.8619 -1.8404  0.122
H -0.6820 0.2784 -2.4521  -0.056

E in hartree: -757.31413
Energy above the lowest of the compared OMol25 structures with the same formula, charge and spin in kcal per mole: 148.9
Charge: 0

=====

Entry 6:
ORCA calculation (ωB97M-V/def2-TZVPD) on a structure of composition C17H20MoN3O5PTe in a non-equilibrium geometry.

Last column: Mulliken spin population.
CARTESIAN COORDINATES (ANGSTROEM)
Mo -0.1023 0.0664 -0.8366  2.017
O 4.1882 0.0928 -0.7974  -0.001
C 4.4687 1.4123 -0.6827  -0.006
C 5.7783 1.8671 -0.6115  0.002
C 6.0402 3.2190 -0.5112  -0.004
C 5.0037 4.1524 -0.4791  0.002
C 3.7079 3.7126 -0.5506  -0.005
C 3.4140 2.3367 -0.6521  0.001
C 2.0298 1.9556 -0.7362  -0.039
O 1.6291 0.6568 -0.5729  0.020
N 1.0868 2.8278 -0.9495  0.017
N -0.1114 2.1594 -0.9380  -0.072
C -1.2088 2.8126 -0.8726  0.079
C -2.3985 1.9722 -0.7160  0.023
C -3.6833 2.4443 -0.6184  0.001
C -4.7191 1.5346 -0.4237  0.029
C -4.4259 0.1867 -0.3288  -0.006
C -3.1102 -0.2262 -0.4317  0.051
N -2.1120 0.6476 -0.6261  -0.030
H 5.0207 -0.3977 -0.8335  0.000
H 6.5924 1.1515 -0.6352  0.000
H 7.0674 3.5544 -0.4536  0.000
H 5.2206 5.2079 -0.3939  0.000
H 2.8866 4.4138 -0.5199  -0.001
H -1.2164 3.8967 -0.8774  0.003
H -3.8659 3.5085 -0.6890  0.000
H -5.7418 1.8784 -0.3423  0.000
H -5.2031 -0.5484 -0.1738  0.001
H -2.8364 -1.2685 -0.3627  -0.005
C -2.0896 -4.9571 -2.4538  -0.001
C -1.3434 -4.7855 -1.1584  -0.001
O -0.0030 -4.2004 -1.3940  0.014
P 0.3234 -2.6970 -1.4986  -0.007
O -0.2373 -1.8762 -0.2902  0.009
Te -0.4624 -1.1978 -3.2402  -0.095
O 1.8709 -2.6085 -1.4990  0.005
C 2.8296 -3.7308 -1.3789  0.000
C 3.0094 -4.4143 -2.7068  0.000
H -3.0479 -5.4322 -2.2428  0.000
H -1.5373 -5.5980 -3.1397  0.000
H -2.2877 -4.0020 -2.9421  0.002
H -1.1226 -5.7355 -0.6849  0.001
H -1.8628 -4.1520 -0.4415  0.000
H 2.4713 -4.3995 -0.6014  0.000
H 3.7383 -3.2457 -1.0388  0.000
H 2.1148 -4.9621 -3.0054  0.000
H 3.8275 -5.1305 -2.6195  0.000
H 3.2696 -3.6954 -3.4835  0.000

E in hartree: -1877.39823
Multiplicity: 3
Charge: +2
⟨S²⟩: 2.034